[1]
DFT (ωB97M-V/def2-TZVPD) results for one molecule with the formula C6H11NO in a non-equilibrium geometry.

## Properties
molar mass = 113.16 Da
lowest unoccupied orbital energy (alpha / beta) = -0.470 / -0.468 eV
electronic energy = -9931.693 eV
Kohn-Sham gap (alpha / beta) = 6.46 / 6.46 eV

CARTESIAN COORDINATES (ANGSTROEM)
C: -1.261953 0.658146 0.606195
C: -3.242665 2.251725 0.426795
C: 1.659873 0.650115 -0.435210
C: 1.312840 -1.649456 0.809238
C: 0.232044 -1.157698 -1.355772
C: 0.708278 -0.585064 -0.020757
N: -0.274108 -0.016588 0.858541
O: -2.136617 1.358527 0.996158
H: -3.135405 3.387844 0.802178
H: -4.129554 1.815907 0.792632
H: 0.988326 1.285663 -1.018139
H: 2.206876 1.102800 0.491980
H: 2.600527 0.463834 -1.080996
H: 1.954046 -1.114608 1.511348
H: 1.780400 -2.421699 0.252611
H: 0.565121 -2.099156 1.404198
H: 0.791096 -0.867818 -2.200096
H: 0.173937 -2.197191 -1.252205
H: -0.793061 -0.865283 -1.588698

Atomic forces in eV per Å
2.077 -0.747 1.979
0.415 3.080 -0.844
2.070 -0.684 1.246
1.243 0.753 0.900
-2.184 0.754 0.892
1.765 1.467 -1.938
-2.013 1.030 -1.292
-1.237 0.995 -0.451
0.352 -2.894 -0.266
-0.878 -0.594 0.810
0.396 0.539 0.435
-1.717 -0.283 -1.414
-1.790 -0.537 0.633
0.498 -0.597 0.115
0.928 -0.433 -0.452
-0.975 -0.634 0.546
1.064 0.216 -0.751
0.103 -1.701 -0.234
-0.116 0.270 0.086

[2]
DFT (ωB97M-V/def2-TZVPD) results for one molecule with the formula C6H11NO in a non-equilibrium geometry.

## Properties
molar mass = 113.16 Da
lowest unoccupied orbital energy = 0.812 eV
electronic energy = -9934.877 eV
Kohn-Sham gap = 10.89 eV

CARTESIAN COORDINATES (ANGSTROEM)
C: 0.225360 -1.669193 -0.524963
C: -0.237069 -0.683902 0.536686
C: -1.729085 -0.398737 0.463199
C: 0.705872 0.915995 0.314240
C: 0.166716 1.628935 -0.908630
O: 0.501728 1.594974 1.479344
C: 2.096600 0.476188 0.121212
N: 3.191099 0.143259 0.014655
H: 0.029033 -1.290145 -1.528946
H: -0.329845 -2.604630 -0.423444
H: 1.285066 -1.903256 -0.438209
H: 0.008643 -1.125543 1.518838
H: -2.028155 -0.120411 -0.547055
H: -2.295129 -1.290736 0.739344
H: -2.012542 0.408114 1.140097
H: 0.770205 2.527585 -1.046730
H: 0.232841 1.016357 -1.806188
H: -0.858264 1.938043 -0.721675
H: 0.276925 0.437104 1.618225

Atomic forces in eV per Å
-0.084 -0.186 0.145
0.848 1.153 -1.670
0.194 0.166 0.100
-1.217 -2.271 -2.455
0.234 0.019 0.121
-0.817 -3.705 1.643
0.308 0.074 0.073
-0.085 -0.040 -0.053
0.004 0.077 0.023
0.001 -0.011 -0.008
0.004 0.042 -0.014
0.256 0.387 0.141
0.044 -0.003 -0.026
0.039 0.012 0.022
-0.054 0.009 0.017
-0.009 0.029 -0.072
-0.007 0.021 -0.025
-0.040 -0.057 -0.005
0.382 4.283 2.043

[3]
DFT (ωB97M-V/def2-TZVPD) results for a 2-piece molecular cluster, C6H11NO overall in a non-equilibrium geometry.

## Properties
molar mass = 113.16 Da
lowest unoccupied orbital energy = -0.423 eV
electronic energy = -9936.879 eV
Kohn-Sham gap = 10.78 eV

CARTESIAN COORDINATES (ANGSTROEM)
C: 0.450649 1.772152 -1.137038
C: 0.952558 1.625881 0.273321
O: 0.444862 2.131204 1.256190
C: 2.231923 0.920002 0.336862
N: 3.217308 0.340989 0.396231
H: 0.886077 2.684480 -1.548945
H: 0.758118 0.935481 -1.759609
H: -0.631473 1.881303 -1.132753
C: 0.025231 -1.697525 -0.552994
C: -0.369843 -1.038270 0.760468
C: -1.824793 -0.593682 0.780958
H: -0.253350 -1.070184 -1.401836
H: -0.493416 -2.649160 -0.670956
H: 1.094102 -1.893085 -0.587898
H: -0.188322 -1.739421 1.582156
H: 0.273166 -0.166938 1.046595
H: -2.024655 0.102466 -0.035529
H: -2.491380 -1.451025 0.674829
H: -2.056759 -0.094666 1.719948

Atomic forces in eV per Å
-0.292 -0.010 0.172
-0.703 1.535 0.259
0.646 -0.554 -1.029
0.206 -0.116 0.543
0.390 -0.176 -0.091
0.066 0.025 0.008
0.000 -0.002 0.006
-0.010 0.010 -0.004
0.026 0.164 0.140
0.351 0.347 0.624
0.156 -0.044 0.102
0.052 -0.031 -0.057
-0.034 -0.017 -0.007
0.118 -0.025 -0.098
-0.085 -0.053 -0.067
-0.648 -1.149 -0.449
-0.087 0.010 -0.016
-0.047 0.035 -0.057
-0.102 0.050 0.019

[4]
DFT (ωB97M-V/def2-TZVPD) results for one molecule with the formula C6H11NO in a non-equilibrium geometry.

## Properties
molar mass = 113.16 Da
lowest unoccupied orbital energy = 0.992 eV
electronic energy = -9935.072 eV
Kohn-Sham gap = 9.74 eV

CARTESIAN COORDINATES (ANGSTROEM)
C: -0.498674 -2.205202 2.105192
C: -1.588765 -1.674004 1.138905
O: -1.492850 -0.347690 0.566274
C: -0.517225 -0.157894 -0.421254
C: -0.390761 0.994496 -1.032886
C: 0.812108 1.436422 -1.787492
C: 1.659736 2.615865 -1.383899
N: 2.195776 1.242015 -1.249626
H: -0.634942 -1.579744 3.043667
H: -0.796988 -3.202411 2.506835
H: 0.456324 -2.307024 1.682990
H: -1.771705 -2.387954 0.339213
H: -2.566469 -1.660273 1.714488
H: 0.139099 -1.033551 -0.502392
H: -1.265605 1.617838 -0.979706
H: 0.751345 1.230624 -2.862721
H: 1.430027 3.049943 -0.446487
H: 1.973747 3.273480 -2.212347
H: 2.105824 1.095062 -0.218754

Atomic forces in eV per Å
-2.841 0.846 1.760
-1.459 -0.485 0.355
0.698 -0.449 -0.408
-0.177 -1.743 2.092
0.091 0.531 -0.296
0.459 -0.128 -0.036
-0.736 -0.816 -1.492
-0.523 0.330 0.554
1.165 -0.384 -1.136
-0.018 0.465 -0.770
1.431 0.319 -0.271
0.185 -0.097 -0.318
1.156 0.187 -0.638
0.187 0.570 -0.079
-0.014 0.681 0.230
0.296 0.203 0.316
-0.307 0.790 0.559
0.295 -0.462 0.726
0.111 -0.359 -1.148

[5]
DFT (ωB97M-V/def2-TZVPD) results for one molecule with the formula C6H11NO in a non-equilibrium geometry.

## Properties
molar mass = 113.16 Da
lowest unoccupied orbital energy = 0.897 eV
electronic energy = -9937.149 eV
Kohn-Sham gap = 9.85 eV

CARTESIAN COORDINATES (ANGSTROEM)
C: 2.643604 0.012697 1.044910
C: 1.658046 -0.677898 0.454016
C: 0.263893 -0.887776 1.081236
N: -0.677320 -0.174251 0.251510
C: -1.196682 1.088483 0.751463
C: -0.729268 -0.616805 -1.089482
C: -1.330848 0.342885 -2.087597
O: -0.533283 -1.790103 -1.410817
H: 2.477481 0.598709 1.942474
H: 3.662274 -0.041640 0.670772
H: 1.906100 -1.292347 -0.410314
H: 0.053121 -1.961620 1.046879
H: 0.216242 -0.524574 2.113805
H: -0.371183 1.778384 0.950870
H: -1.888215 1.558816 0.051710
H: -1.729209 0.890798 1.687606
H: -2.420136 0.331887 -2.002688
H: -0.942973 1.355278 -1.951717
H: -1.061643 0.009078 -3.094637

Atomic forces in eV per Å
-0.552 -0.464 -0.385
0.720 -0.401 1.692
1.227 0.039 -0.739
-0.432 -0.542 -1.832
0.364 -0.160 -0.141
-1.869 -0.657 0.945
0.523 0.217 -0.333
0.729 1.319 0.614
0.000 -0.101 0.056
-0.178 0.288 -0.126
-0.307 0.199 0.016
-0.097 0.174 0.164
0.040 -0.039 -0.265
-0.081 0.162 0.060
0.112 -0.188 0.082
0.037 0.114 -0.109
0.092 0.094 0.052
-0.227 -0.014 -0.025
-0.102 -0.039 0.272

[6]
DFT (ωB97M-V/def2-TZVPD) results for C6H11NO as an isolated structure in a non-equilibrium geometry.

## Properties
molar mass = 113.16 Da
lowest unoccupied orbital energy = 0.835 eV
electronic energy = -9936.490 eV
Kohn-Sham gap = 8.17 eV

CARTESIAN COORDINATES (ANGSTROEM)
C: 1.661618 -0.477721 -0.991038
C: 1.029990 -1.020350 1.421535
C: 0.785002 -0.131116 0.208822
O: 0.808922 1.254219 0.504966
H: 1.483272 0.204890 -1.828742
H: 1.483727 -1.500330 -1.339262
H: 2.716640 -0.381325 -0.713591
H: 0.366317 -0.760669 2.252559
H: 2.060357 -0.897512 1.769748
H: 0.869505 -2.076799 1.178339
C: -1.812205 -0.848278 -0.534365
N: -1.204726 2.498411 0.065965
C: -0.566595 1.377880 0.107692
C: -0.699910 0.067237 -0.126172
H: -1.919414 2.692064 -0.626785
H: -0.812591 3.344885 0.464871
H: -1.465828 -1.561417 -1.286652
H: -2.707221 -0.313121 -0.856089
H: -2.076861 -1.470949 0.328199

Atomic forces in eV per Å
0.290 0.311 0.210
0.310 0.267 0.101
-1.908 -1.531 -0.628
0.118 2.723 0.277
-0.133 -0.063 0.214
-0.025 0.106 0.162
-0.026 -0.125 -0.044
0.024 0.075 -0.227
-0.008 -0.111 -0.013
0.043 0.190 -0.080
0.651 -0.205 0.626
-1.939 4.238 -0.055
3.323 -4.550 0.402
-0.786 -0.461 -0.635
0.350 -0.423 0.211
0.072 -0.542 -0.050
-0.231 0.185 -0.297
0.125 -0.097 -0.132
-0.251 0.013 -0.041